Molecular formula: C3H6N4S
Method: DFT, ωB97M-V with the def2-TZVPD basis set

ORCA input file:
```
! RIJCOSX wB97M-V def2-TZVPD def2/J DEFGRID3
* xyz 0 1
H -1.174 2.272 -0.330
N -0.231 1.868 -0.042
C -0.287 0.581 -0.103
N -1.313 -0.364 -0.088
S -2.952 0.036 -0.128
C -0.732 -1.615 -0.058
N 0.595 -1.574 -0.072
N 0.846 -0.251 -0.047
C 2.209 0.238 -0.052
H -3.195 0.026 1.213
H -1.352 -2.520 -0.145
H 2.009 1.324 -0.038
H 2.711 -0.101 -0.955
H 2.866 0.079 0.845
*
```

Properties
Energy above the lowest of the compared OMol25 structures with the same formula, charge and spin: 43.5 kcal/mol
SMILES string: [H]/N=c1\n(S)cnn1C

***

Molecular formula: C24H50ClN2O4P2
Method: DFT, ωB97M-V with the def2-TZVPD basis set

ORCA input file:
```
! RIJCOSX wB97M-V def2-TZVPD def2/J DEFGRID3
* xyz 1 1
N 2.299 0.153 3.855
P 1.774 -1.475 3.350
O 2.909 -1.946 2.070
C 0.071 -1.466 2.476
C -1.129 -2.357 3.187
C -2.642 -2.470 2.498
C -3.807 -3.406 3.211
O -3.511 -4.642 3.679
O -5.192 -2.919 3.305
C -2.887 -1.651 1.099
P -4.588 -1.711 0.156
O -5.817 -0.830 1.069
Cl -4.435 -0.567 -1.676
C -1.611 -0.786 0.490
N -0.251 -0.737 1.170
H 2.880 -0.007 4.732
H 3.020 0.499 3.156
H 2.484 -1.518 1.246
H -0.896 -2.916 4.200
H -5.110 -1.923 3.378
H -6.726 -1.211 0.884
H -1.790 -0.204 -0.510
H 0.536 -0.196 0.723
C 1.821 6.939 5.433
C 1.349 6.429 4.079
C -0.111 5.967 4.085
C -0.418 4.784 5.009
C 0.397 3.517 4.741
C 0.154 2.930 3.360
H 1.781 6.156 6.195
H 2.856 7.284 5.365
H 1.204 7.779 5.768
H 2.007 5.623 3.740
H 1.454 7.239 3.347
H -0.402 5.714 3.058
H -0.750 6.810 4.378
H -1.486 4.544 4.920
H -0.265 5.085 6.051
H 0.128 2.764 5.492
H 1.468 3.713 4.873
H -0.903 2.679 3.224
H 0.736 2.009 3.235
H 0.451 3.620 2.566
C -1.839 -4.954 -5.444
C -0.572 -5.176 -4.633
C -0.844 -5.703 -3.222
C -1.655 -4.765 -2.319
C -1.050 -3.375 -2.113
C 0.304 -3.406 -1.424
H -2.485 -4.198 -4.987
H -1.586 -4.608 -6.451
H -2.409 -5.884 -5.538
H 0.007 -4.247 -4.592
H 0.056 -5.904 -5.161
H 0.115 -5.933 -2.742
H -1.378 -6.659 -3.296
H -1.776 -5.248 -1.341
H -2.666 -4.652 -2.725
H -1.740 -2.783 -1.497
H -0.964 -2.847 -3.070
H 0.232 -3.885 -0.443
H 0.673 -2.385 -1.273
H 1.049 -3.943 -2.018
C 3.397 0.275 -5.476
C 2.545 1.483 -5.113
C 2.853 2.041 -3.721
C 2.578 1.081 -2.557
C 1.143 0.559 -2.467
C 0.119 1.658 -2.237
H 3.219 -0.563 -4.797
H 3.159 -0.062 -6.489
H 4.462 0.526 -5.443
H 1.485 1.224 -5.199
H 2.729 2.272 -5.853
H 2.276 2.962 -3.578
H 3.908 2.338 -3.683
H 2.829 1.594 -1.620
H 3.260 0.225 -2.622
H 1.083 -0.153 -1.634
H 0.881 -0.005 -3.371
H 0.333 2.202 -1.312
H -0.884 1.225 -2.147
H 0.098 2.374 -3.063
*
```

Properties
Electronic energy: -67955.8106 eV

***

Molecular formula: C5H10NO3
Method: DFT, ωB97M-V with the def2-TZVPD basis set

ORCA input file:
```
! RIJCOSX wB97M-V def2-TZVPD def2/J DEFGRID3
* xyz 0 2
C 0.821 -2.433 -1.299
C 0.089 -1.327 -2.007
O -1.061 -1.600 -2.475
O 0.550 -0.209 -2.206
H 0.197 -2.792 -0.480
H 1.763 -2.033 -0.924
H 1.070 -3.259 -1.962
C -0.528 0.321 1.146
C -1.656 1.313 1.546
C 0.807 1.063 1.026
O 1.531 1.124 1.993
N 0.969 1.878 -0.066
H -0.372 -0.494 1.844
H -0.785 -0.102 0.168
H -2.474 1.251 0.830
H 1.929 2.145 -0.177
H 0.462 1.802 -0.916
H -1.278 2.325 1.437
H -2.034 1.029 2.522
*
```

Properties
Energy above the lowest of the compared OMol25 structures with the same formula, charge and spin: 0.0 kcal/mol
⟨S²⟩: 0.76

***

Molecular formula: C28H41N4O6S3Si2Ta
Method: DFT, ωB97M-V with the def2-TZVPD basis set

ORCA input file:
```
! RIJCOSX wB97M-V def2-TZVPD def2/J DEFGRID3
* xyz 0 1
Ta -0.314 -0.095 0.068
O 1.908 2.832 -1.782
S 1.413 1.708 -2.514
O 2.336 1.194 -3.514
O 0.892 0.561 -1.701
C -0.036 2.206 -3.413
C -0.023 2.243 -4.796
C -1.191 2.539 -5.482
C -2.361 2.811 -4.784
C -2.369 2.783 -3.400
C -1.200 2.481 -2.714
S -1.379 2.201 -0.968
O -0.167 2.319 -0.181
O -2.475 3.020 -0.567
O -1.761 0.731 -0.956
H 0.901 2.016 -5.308
H -1.192 2.552 -6.563
H -3.276 3.030 -5.317
H -3.263 2.986 -2.826
C 3.344 2.686 0.846
C 3.377 1.190 0.760
C 4.571 0.506 0.553
C 4.551 -0.880 0.503
C 3.359 -1.556 0.660
C 2.200 -0.806 0.870
N 2.225 0.536 0.922
N 0.928 -1.351 1.034
Si 0.830 -2.808 2.048
C 1.202 -4.386 1.072
C -0.855 -2.882 2.898
C 2.067 -2.671 3.479
H 3.615 3.112 -0.120
H 4.045 3.045 1.600
H 2.336 3.020 1.079
H 5.497 1.055 0.444
H 5.468 -1.436 0.344
H 3.305 -2.634 0.596
H 1.110 -4.207 0.002
H 0.515 -5.190 1.343
H 2.216 -4.744 1.273
H -1.679 -2.609 2.239
H -0.881 -2.223 3.767
H -1.037 -3.898 3.257
H 3.088 -2.489 3.146
H 2.060 -3.599 4.054
H 1.790 -1.859 4.155
C -1.046 0.459 2.205
C -1.835 1.721 2.365
C -1.202 2.942 2.608
C -1.937 4.100 2.792
C -3.322 4.065 2.739
C -3.967 2.862 2.503
C -3.229 1.704 2.326
H -1.640 -0.361 2.612
H -0.135 0.545 2.802
H -0.119 2.969 2.643
H -1.425 5.036 2.978
H -3.895 4.974 2.874
H -5.048 2.830 2.450
H -3.738 0.761 2.162
C -3.795 -1.721 0.596
Si -2.198 -2.000 -0.418
C -1.925 -3.886 -0.285
C -2.721 -1.789 -2.243
H -4.569 -2.412 0.256
H -4.172 -0.705 0.461
H -3.660 -1.885 1.667
H -2.793 -4.388 -0.716
H -1.816 -4.234 0.744
H -1.045 -4.205 -0.846
H -3.256 -2.664 -2.614
H -1.836 -1.652 -2.872
H -3.360 -0.914 -2.378
S 0.936 -2.566 -2.045
C 2.539 -2.592 -2.521
N 3.244 -3.744 -2.646
C 4.553 -3.537 -3.249
C 4.652 -2.000 -3.279
N 3.345 -1.572 -2.802
H 2.778 -4.632 -2.631
H 4.603 -3.971 -4.250
H 5.337 -3.988 -2.640
H 4.837 -1.612 -4.281
H 5.438 -1.627 -2.619
H 2.996 -0.655 -3.055
*
```

Properties
Energy above the lowest of the compared OMol25 structures with the same formula, charge and spin: 0.0 kcal/mol